{
  "formula": "C26H58NO12",
  "method": "wB97M-V/def2-TZVPD",
  "total_charge": -1,
  "lumo_energy_ev": 2.6063,
  "molar_mass_g_mol": 576.745,
  "relative_energy_kj_mol": 0.0,
  "homo_lumo_gap_ev": 6.69,
  "homo_energy_ev": -4.08,
  "energy_ev": -53963.9193,
  "symbols": ["N", "H", "H", "H", "H", "C", "C", "C", "O", "H", "H", "H", "H", "H", "H", "H", "C", "C", "C", "O", "H", "H", "H", "H", "H", "H", "H", "O", "C", "O", "C", "C", "C", "H", "H", "H", "H", "H", "H", "H", "H", "O", "C", "O", "C", "C", "C", "H", "H", "H", "H", "H", "H", "H", "H", "O", "C", "O", "C", "C", "C", "H", "H", "H", "H", "H", "H", "H", "H", "O", "C", "O", "C", "C", "C", "H", "H", "H", "H", "H", "H", "H", "H", "O", "C", "O", "C", "C", "C", "H", "H", "H", "H", "H", "H", "H", "H"],
  "xyz": [[0.86279, 0.28458, 0.54428], [0.68857, -1.78189, 0.03389], [0.38192, 1.13604, 0.98904], [0.69350, 0.37559, -0.46298], [1.83617, 0.43046, 0.79434], [0.71445, 4.70369, 3.31921], [1.42630, 3.55405, 2.59329], [1.82429, 2.38922, 3.58850], [0.68270, 3.06813, 1.54583], [1.30710, 4.94249, 4.20155], [-0.27700, 4.43973, 3.68308], [0.51245, 5.50530, 2.56253], [2.48779, 3.98517, 2.32195], [1.04555, 2.29030, 4.37481], [2.84810, 2.60049, 4.01652], [1.78165, 1.44792, 3.05389], [2.25628, -3.64557, 2.06178], [2.15096, -2.57038, 0.99182], [3.34298, -2.64117, 0.03460], [0.94465, -2.70315, 0.25979], [2.52585, -4.68195, 1.73539], [1.35689, -3.58461, 2.68916], [3.08450, -3.27662, 2.65706], [2.18195, -1.62382, 1.54993], [4.21809, -2.61189, 0.65836], [3.43694, -1.90230, -0.78504], [3.28229, -3.64059, -0.44486], [2.97415, 2.21692, -3.13035], [3.78270, 1.44282, -2.61858], [4.43713, 1.64247, -1.46322], [3.94748, 2.68204, -0.53303], [4.09329, 4.12276, -1.12314], [4.19657, 0.19524, -3.33470], [4.53303, 2.54295, 0.40267], [2.89141, 2.48804, -0.31982], [3.52363, 4.25088, -2.01707], [5.15948, 4.38827, -1.14913], [3.74792, 4.81696, -0.35927], [3.87101, 0.26536, -4.34789], [3.74873, -0.67736, -2.80196], [5.29220, 0.08560, -3.21277], [0.01973, -5.72263, -4.62415], [0.61443, -5.48996, -3.57676], [0.57576, -4.33448, -2.92129], [0.10351, -3.18882, -3.58043], [1.31726, -2.27666, -3.77623], [1.39351, -6.53097, -2.95448], [-0.70177, -2.79392, -2.94508], [-0.26134, -3.53619, -4.55650], [0.94719, -1.24975, -3.71538], [1.80800, -2.42889, -4.73810], [1.95059, -2.42183, -2.89768], [2.43461, -6.34443, -3.25305], [1.04674, -7.50183, -3.29344], [1.24974, -6.41141, -1.89011], [-4.03591, -3.50312, 0.15396], [-3.48713, -2.57799, 0.77742], [-3.78424, -2.43284, 2.04630], [-4.78376, -3.31422, 2.60602], [-4.93926, -3.00480, 4.05518], [-2.62758, -1.55466, 0.17239], [-4.36060, -4.28876, 2.36726], [-5.70599, -3.18406, 2.06122], [-3.93507, -3.06310, 4.48784], [-5.61103, -3.78728, 4.41718], [-5.34815, -1.98822, 4.13628], [-2.91187, -1.26063, -0.85997], [-1.69692, -2.04717, -0.03425], [-2.52747, -0.65040, 0.76838], [-2.64491, 1.57406, 0.77925], [-2.75669, 2.43466, 1.65473], [-3.04209, 2.18833, 2.93086], [-3.16599, 0.79624, 3.35179], [-1.73169, 0.37776, 3.59295], [-2.44398, 3.91881, 1.35549], [-3.65876, 0.16129, 2.61816], [-3.76425, 0.89472, 4.23593], [-1.54862, -0.67482, 3.81026], [-1.19265, 0.90546, 4.40813], [-1.19073, 0.53145, 2.63610], [-2.57448, 4.01711, 0.27523], [-1.35792, 4.06590, 1.60018], [-3.08625, 4.56395, 1.92691], [-0.63460, 1.28246, -2.61804], [-0.86191, 2.47109, -2.36623], [-1.86761, 3.20660, -2.79136], [-2.81819, 2.60207, -3.68520], [-3.65927, 1.53171, -2.93346], [0.00895, 3.20302, -1.41858], [-2.30506, 2.19254, -4.57315], [-3.38088, 3.46798, -4.05959], [-3.95630, 2.03731, -1.98004], [-3.06929, 0.62658, -2.69203], [-4.50839, 1.30105, -3.56461], [-0.06723, 4.31291, -1.55340], [1.05284, 2.86575, -1.52410], [-0.31347, 3.08080, -0.40817]],
  "mulliken_charge": [0.260, 0.215, -0.604, 0.164, 0.064, -1.629, 0.573, -0.821, -0.295, 0.448, 0.239, 0.339, -0.137, 0.164, 0.357, -0.036, -1.625, 1.256, -0.668, -0.428, 0.299, 0.374, 0.445, -0.251, 0.484, -0.364, 0.237, -0.591, 0.935, -0.427, 0.698, -1.336, -0.823, 0.333, -0.452, 0.338, 0.374, 0.388, 0.333, -0.131, 0.343, -0.632, 0.767, -0.246, -0.353, -0.625, -1.001, 0.191, 0.410, 0.271, 0.372, 0.014, 0.219, 0.327, 0.287, -0.708, 0.484, -0.116, -0.379, -1.051, 0.534, 0.351, 0.345, 0.269, 0.401, 0.229, 0.027, -0.223, -0.172, -0.419, 0.710, -0.390, -0.233, -0.468, -0.840, 0.158, 0.347, 0.375, 0.294, -0.142, 0.173, -0.078, 0.463, -0.572, 0.627, -0.384, -0.353, -0.647, 0.793, 0.290, 0.301, 0.134, 0.058, 0.441, 0.372, -0.595, -0.449]
}

---

{
  "formula": "C26H59FN7O5P2S2",
  "method": "wB97M-V/def2-TZVPD",
  "total_charge": 1,
  "lumo_energy_ev": -3.8425,
  "molar_mass_g_mol": 694.882,
  "homo_lumo_gap_ev": 5.17,
  "homo_energy_ev": -9.01,
  "energy_ev": -91541.4394,
  "symbols": ["C", "C", "F", "C", "C", "C", "N", "C", "C", "C", "S", "O", "O", "O", "C", "C", "C", "C", "C", "C", "S", "H", "H", "H", "H", "H", "H", "H", "H", "H", "H", "H", "H", "H", "H", "H", "H", "H", "H", "H", "H", "H", "H", "H", "O", "P", "N", "C", "C", "N", "C", "C", "N", "C", "C", "H", "H", "H", "H", "H", "H", "H", "H", "H", "H", "H", "H", "H", "H", "H", "H", "H", "H", "O", "P", "N", "C", "C", "N", "C", "C", "N", "C", "C", "H", "H", "H", "H", "H", "H", "H", "H", "H", "H", "H", "H", "H", "H", "H", "H", "H", "H"],
  "xyz": [[0.68282, -0.11036, 4.66838], [-0.19488, 0.35325, 3.49021], [0.55135, 0.75101, 2.39402], [-1.25848, 1.40333, 3.89262], [-1.08469, 2.78962, 3.29421], [-2.21053, 3.36134, 2.72611], [-2.18040, 4.59311, 2.20183], [-3.42424, 5.18882, 1.64451], [-4.13916, 5.96214, 2.78152], [-5.10378, 5.06649, 3.59721], [-4.84279, 5.19006, 5.35176], [-5.87884, 4.46774, 6.00307], [-4.74220, 6.55514, 5.76655], [-3.45588, 4.46177, 5.67109], [-1.06695, 5.32828, 2.19104], [0.09819, 4.83283, 2.73071], [0.09480, 3.55500, 3.29350], [1.36533, 3.03096, 3.93188], [2.27897, 4.15789, 4.47333], [1.55645, 4.96479, 5.57764], [1.57710, 6.77323, 5.28142], [0.45230, -1.13517, 4.94908], [0.45058, 0.48293, 5.55631], [1.74518, 0.02512, 4.47388], [-0.74892, -0.53586, 3.18249], [-2.21909, 1.03734, 3.52633], [-1.37482, 1.50991, 4.97238], [-3.14543, 2.82162, 2.69356], [-3.19130, 5.87715, 0.83902], [-4.03447, 4.35296, 1.31146], [-3.34919, 6.27842, 3.46831], [-4.63262, 6.86109, 2.42462], [-6.13002, 5.38282, 3.42910], [-4.95630, 4.02102, 3.33173], [-2.78699, 5.13099, 5.88027], [-1.09459, 6.32660, 1.77807], [0.96631, 5.46792, 2.72458], [1.11044, 2.40928, 4.78676], [1.92808, 2.48597, 3.17423], [3.12088, 3.64723, 4.94039], [2.65947, 4.78237, 3.66984], [0.49852, 4.70520, 5.64898], [1.99361, 4.75885, 6.55212], [2.51518, 6.90715, 4.32862], [-1.59768, -3.04776, 1.77288], [-1.42659, -3.75190, 0.44448], [-1.03647, -2.36999, -0.52120], [-1.62357, -1.84656, -1.72442], [0.20134, -1.69979, -0.17516], [-3.02100, -4.41432, 0.35904], [-4.04991, -4.06974, -0.61536], [-3.64664, -4.67065, 1.65961], [-0.85039, -4.87948, -0.75268], [0.50251, -5.36543, -0.55742], [-1.15327, -4.87769, -2.16175], [-0.96358, -2.02446, -2.58525], [-1.78727, -0.76391, -1.65539], [-2.59376, -2.27523, -1.95868], [1.07184, -2.16326, -0.66465], [0.36931, -1.73122, 0.90359], [0.17769, -0.64363, -0.45466], [-4.09989, -2.99493, -0.81703], [-5.03646, -4.34471, -0.24426], [-3.94315, -4.62720, -1.54812], [-4.11827, -3.77346, 2.07952], [-2.91942, -5.03895, 2.37918], [-4.40588, -5.44718, 1.55613], [1.21705, -4.63383, -0.96446], [0.65076, -6.32257, -1.06338], [0.73888, -5.53090, 0.49782], [-0.37677, -4.36559, -2.74902], [-2.10119, -4.41765, -2.41647], [-1.20514, -5.91399, -2.50705], [1.35299, -0.78971, -5.29702], [2.45657, -1.79888, -5.07256], [3.73637, -0.63961, -4.86933], [4.98702, -0.43979, -5.56707], [3.63327, 0.19745, -3.68922], [2.30684, -2.61289, -6.58799], [3.28045, -2.61406, -7.67382], [0.95215, -2.60711, -7.14807], [3.45859, -3.13120, -4.43549], [3.26295, -3.50102, -3.03478], [4.82014, -3.42041, -4.80933], [5.85140, -0.73775, -4.95681], [5.11819, 0.61896, -5.81900], [5.04698, -0.98134, -6.50610], [4.07137, -0.29001, -2.80396], [2.58968, 0.42752, -3.46230], [4.13896, 1.15455, -3.83481], [3.72632, -1.62981, -7.84360], [2.80394, -2.88626, -8.61474], [4.05927, -3.36632, -7.53353], [0.73337, -1.68519, -7.69968], [0.20405, -2.71900, -6.36621], [0.82919, -3.45532, -7.82356], [3.82355, -2.82925, -2.36624], [3.58185, -4.52845, -2.84063], [2.20588, -3.43739, -2.75643], [5.54373, -2.98503, -4.10497], [5.09481, -3.07827, -5.80009], [4.95813, -4.50572, -4.80317]],
  "mulliken_charge": [-1.631, 0.986, -0.366, -1.611, 0.594, -0.772, 0.087, -1.131, -0.518, -0.577, 1.131, -0.621, -0.604, -0.405, -0.645, -0.626, 1.342, -0.409, -1.356, -0.232, -0.237, 0.383, 0.375, 0.359, 0.242, 0.464, 0.430, 0.446, 0.424, 0.499, 0.383, 0.482, 0.439, 0.272, 0.348, 0.439, 0.458, 0.155, 0.320, 0.431, 0.643, 0.048, 0.437, 0.135, -0.752, 0.768, 0.260, -0.915, -1.046, 0.131, -1.020, -1.090, 0.091, -1.055, -0.858, 0.259, 0.331, 0.244, 0.099, 0.232, 0.472, 0.285, 0.436, 0.274, 0.320, 0.346, 0.425, 0.247, 0.375, 0.350, 0.142, 0.300, 0.351, -0.802, 0.884, 0.143, -1.047, -1.090, 0.140, -1.016, -1.071, 0.097, -0.622, -1.101, 0.361, 0.314, 0.276, 0.271, 0.288, 0.358, 0.302, 0.431, 0.264, 0.324, 0.279, 0.439, 0.319, 0.402, -0.162, 0.352, 0.368, 0.287]
}